The following is a DFT calculation (ωB97M-V/def2-TZVPD) of a structure of composition C19H40FeN4OSi2.

```
67
Properties=species:S:1:pos:R:3:forces:R:3
C 1.130199 3.468320 -0.583624 0.41 -0.65 -0.02
H 1.201757 4.233325 -1.349452 0.03 0.09 -0.23
H -0.733589 1.463091 1.277441 -0.03 0.04 0.14
Si 2.456866 2.116460 -0.862197 0.14 0.64 -0.41
C 1.328436 -2.227986 -2.047402 -0.12 -0.41 -0.29
C -0.038753 1.587521 2.117826 0.57 -0.43 -0.16
H -3.503299 0.137282 0.919898 0.18 -0.11 -0.05
H -3.276250 0.538077 3.272444 -0.06 0.14 0.00
H -3.331055 -3.459737 1.678480 -0.04 -0.10 -0.13
H 1.688021 1.005887 -2.980056 -0.11 0.02 -0.04
C -5.021377 -1.462742 2.378299 0.33 -0.01 -0.08
H 3.142077 2.181037 2.862272 0.03 0.22 -0.04
C 2.917239 1.140520 3.068162 -0.54 -0.21 -0.57
C 2.212703 -0.701086 -0.557229 0.34 -0.67 -0.33
C 2.571799 1.569609 -2.686301 -0.11 0.15 0.71
C 3.476454 -2.659791 -1.117601 -0.19 -0.02 -0.13
H -3.010131 -1.827668 -4.510184 0.02 0.03 -0.03
H -5.306244 -1.908990 3.326356 -0.07 0.01 0.14
Si 1.528955 0.496318 1.938227 -0.28 -0.02 0.64
H -3.345680 -0.829815 4.374737 0.02 -0.05 0.14
H 3.432430 0.927079 -2.838280 0.23 -0.19 0.03
H -1.823779 -2.799591 2.323658 0.10 -0.04 0.06
H 1.282014 3.963082 0.369382 0.06 0.06 0.26
H 4.061238 3.084006 0.809706 -0.06 0.07 0.21
N 1.216543 -1.088975 -1.371921 -0.48 0.77 0.61
H 4.457543 3.632083 -0.805332 -0.01 0.15 -0.18
H -1.201716 -1.042945 1.258223 -0.14 -0.04 -0.18
N -1.849249 -0.912932 0.474437 0.58 0.19 -0.13
H 4.364431 -3.268796 -1.029577 0.04 -0.04 0.03
H -3.152063 -3.185108 3.408461 0.01 -0.03 0.06
H -5.423162 -2.073376 1.574898 -0.01 -0.04 -0.10
H 2.495766 -3.954994 -2.539067 -0.05 -0.04 -0.02
H -2.856500 -0.504473 -5.611758 0.05 0.11 0.11
H 0.823666 -1.891753 1.506199 -0.07 -0.13 -0.12
H 0.404527 -1.440052 3.159658 -0.10 0.08 0.14
N -2.653146 -0.907253 -4.713067 -0.13 -0.33 -0.03
H -0.575752 1.364017 3.033765 -0.11 -0.12 0.15
H 0.486753 -2.472260 -2.681563 -0.04 -0.06 -0.03
H 3.828017 0.566277 2.931203 0.16 -0.12 -0.05
C -2.959878 -0.492585 3.417064 -0.08 -0.15 -0.27
C -1.376150 1.083270 -4.123909 -0.08 0.09 0.29
H -0.435705 0.953554 -4.665731 0.01 -0.10 -0.07
H -0.422629 2.671411 -2.996741 -0.06 0.22 0.02
C 4.133964 2.772848 -0.226800 -0.69 -0.39 -0.20
C 3.361701 -1.484054 -0.404113 -0.21 0.23 -0.03
H -2.067374 1.597785 -4.801871 0.04 -0.12 -0.05
H -2.057207 2.216125 -2.396148 -0.07 0.30 -0.24
C -2.908001 -2.792724 2.424245 -0.15 0.24 -0.13
Fe -0.512838 0.415917 -1.096725 -0.90 -0.26 -2.10
H 0.233716 2.635952 2.163048 0.09 0.22 -0.09
H -5.461893 -0.471201 2.316194 -0.11 0.15 0.00
C -1.131068 1.865266 -2.854170 0.70 -1.01 1.96
H 2.677206 2.405424 -3.366948 -0.01 0.30 -0.07
H 4.910108 2.017248 -0.288343 0.14 -0.17 -0.06
C 2.436678 -3.047822 -1.958688 0.09 0.16 0.05
C 1.999482 0.564213 0.116485 0.00 0.56 0.50
O -1.645722 -0.831835 -2.716585 0.21 -0.34 0.70
C -1.905483 -0.290029 -3.793904 0.10 0.31 -0.33
C 1.154985 -1.333612 2.380095 0.14 0.71 -0.27
H 2.630312 1.061517 4.111676 -0.13 -0.05 0.19
H 4.142115 -1.144669 0.257667 0.13 0.00 0.08
H -1.873276 -0.514923 3.465063 0.18 0.00 0.03
C -3.493885 -1.385583 2.285554 0.06 -0.20 0.36
H -1.803266 -1.747385 -0.114967 0.03 0.11 0.28
H 2.057618 -1.822791 2.737233 0.15 -0.06 0.03
N -3.200409 -0.831762 0.953050 -0.15 0.29 -0.57
H 0.111211 3.076779 -0.600854 0.00 0.04 -0.06
```
Forces are in eV/Å.

Results
Charge: +1
Electronic energy (hartree): -2884.72708
⟨S²⟩: 8.76
ΔE to the lowest compared entry with this formula, charge and spin (eV): 0.707
LUMO level (spin up / spin down) (eV): -2.23 / -4.36
Spin multiplicity: 6